[1]
{
  "formula": "C4H12O2",
  "method": "the ωB97M-V functional and the def2-TZVPD basis",
  "lumo_energy_ev": 0.8,
  "homo_lumo_gap_ev": 10.756,
  "smiles": "CCO.CCO",
  "e_homo_ev": -10.0,
  "elements": ["C", "C", "O", "H", "H", "H", "H", "H", "H", "C", "C", "O", "H", "H", "H", "H", "H", "H"],
  "coordinates": [[-1.71664, -1.25457, 2.47712], [-1.11388, -0.05186, 3.21984], [0.18371, -0.24010, 3.60452], [-2.55025, -0.80281, 1.93940], [-1.96869, -2.12900, 3.07706], [-0.92154, -1.70218, 1.88085], [-1.72561, 0.26279, 4.06535], [-1.21788, 0.81249, 2.56394], [0.78783, 0.48080, 3.41232], [0.66033, -0.34066, -3.04039], [1.41555, 0.93803, -3.07029], [1.40597, 1.44680, -1.73964], [-0.41639, -0.17888, -2.98944], [1.02694, -1.05946, -2.30758], [0.78460, -0.87442, -3.98259], [1.03822, 1.73103, -3.71597], [2.34356, 0.75016, -3.61027], [1.98418, 2.21184, -1.78422]],
  "forces_ev_per_angstrom": [[0.926, 0.288, 0.601], [-1.623, 0.669, -0.584], [1.969, -0.888, 0.772], [-0.094, -0.841, -0.343], [-0.602, 0.451, 0.506], [-0.167, 0.540, -0.817], [-0.215, -0.383, 0.420], [0.236, 0.062, -0.432], [-0.427, 0.098, -0.134], [-0.873, -0.789, -1.251], [-0.299, 0.323, -0.362], [1.064, 0.050, -0.403], [0.008, -0.087, 0.591], [-0.110, 0.431, 0.371], [0.114, 0.079, -0.288], [-0.975, -0.195, -0.216], [1.062, -0.067, 1.076], [0.007, 0.257, 0.492]],
  "lowdin_charge": [-0.0772, -0.3723, -0.0600, 0.0719, 0.0661, 0.0709, 0.1037, 0.1049, 0.0920, -0.1016, -0.3503, -0.0691, 0.0765, 0.0827, 0.0717, 0.1076, 0.1049, 0.0775]
}

---

[2]
{
  "formula": "C4H12O2S2",
  "method": "the ωB97M-V functional and the def2-TZVPD basis",
  "lumo_energy_ev": 0.7,
  "homo_lumo_gap_ev": 9.685,
  "e_homo_ev": -9.0,
  "elements": ["C", "S", "O", "C", "H", "H", "H", "H", "H", "H", "C", "S", "O", "C", "H", "H", "H", "H", "H", "H"],
  "coordinates": [[0.08702, 1.88733, 3.02954], [0.02986, 0.46106, 2.05506], [-1.35119, -0.16230, 2.26197], [-0.24805, 1.36658, 0.51064], [-0.04667, 1.67956, 4.03337], [-0.75215, 2.60548, 3.12999], [1.04610, 2.22383, 2.90001], [-0.24484, 0.53201, -0.35824], [0.27100, 2.19981, 0.43165], [-1.28174, 1.62111, 0.50134], [0.00541, -0.75472, -3.06861], [1.29624, -1.45371, -1.95974], [1.80335, -0.24269, -1.24336], [0.18911, -2.33137, -0.85394], [-0.83037, -1.57420, -3.51367], [0.55509, -0.31306, -3.98730], [-0.65741, -0.19002, -2.40705], [-0.30600, -2.99479, -1.23666], [-0.44107, -1.74112, -0.18242], [0.87630, -2.81879, -0.04258]],
  "forces_ev_per_angstrom": [[-2.246, 0.836, 0.845], [-3.049, -0.678, -1.048], [1.555, -0.023, 0.031], [-2.521, -6.270, -1.587], [0.678, -1.711, 2.394], [0.327, 0.094, -1.953], [2.218, 1.710, -0.282], [0.877, 2.411, 1.930], [3.098, 3.487, -0.931], [-1.007, 0.321, 0.684], [-1.564, -2.493, -2.064], [-0.676, 0.565, -0.361], [0.028, -0.568, -0.139], [6.534, 6.011, 6.926], [2.677, 1.689, 1.098], [-1.238, -0.169, 1.890], [0.564, 0.830, -0.504], [-5.307, -7.302, -4.694], [-0.076, 0.612, -0.593], [-0.871, 0.648, -1.641]],
  "lowdin_charge": [-0.3130, 0.8543, -0.5738, -0.2406, 0.0265, 0.0984, 0.0253, 0.0641, -0.0048, 0.0450, -0.2804, 0.8130, -0.5692, -0.2520, 0.1192, 0.0712, 0.0202, -0.0673, 0.0546, 0.1092]
}

---

[3]
{
  "formula": "C4H12O3",
  "method": "the ωB97M-V functional and the def2-TZVPD basis",
  "lumo_energy_ev": 0.7,
  "homo_lumo_gap_ev": 10.737,
  "smiles": "CC(C)O.C=O.O",
  "e_homo_ev": -10.0,
  "elements": ["C", "C", "C", "O", "H", "H", "H", "H", "H", "H", "H", "H", "C", "O", "O", "H", "H", "H", "H"],
  "coordinates": [[0.20369, 1.43684, 0.08896], [1.25150, 1.24925, -1.00474], [-1.15897, 0.92714, -0.36700], [0.04335, 2.80028, 0.44543], [0.91359, 3.19570, 0.56249], [0.52593, 0.87295, 0.98420], [-1.08197, -0.11332, -0.67075], [1.32711, 0.19627, -1.26328], [0.96605, 1.81072, -1.89206], [2.22818, 1.59716, -0.66867], [-1.49819, 1.52154, -1.21182], [-1.89084, 1.03435, 0.43145], [-0.11285, -3.00473, -0.10694], [-0.60325, -1.84504, 1.78434], [0.50546, -2.11435, -0.65233], [0.33181, -1.53859, 1.79032], [-1.14001, -1.10241, 1.48514], [-1.19923, -3.15031, -0.23549], [0.38865, -3.77347, 0.50075]],
  "forces_ev_per_angstrom": [[0.074, -0.428, -0.187], [-0.209, 0.046, 0.258], [0.317, 0.216, 0.241], [-0.031, 0.237, 0.021], [-0.044, -0.043, 0.008], [-0.069, 0.047, -0.158], [-0.007, -0.111, -0.057], [0.060, -0.087, -0.021], [-0.030, 0.075, -0.084], [0.096, 0.027, 0.002], [-0.052, 0.028, -0.111], [-0.106, 0.007, 0.080], [0.364, 0.340, -0.630], [0.654, 0.219, 0.835], [-0.270, -0.671, -0.032], [-1.071, -0.058, -0.049], [0.203, 0.120, -0.019], [0.097, 0.049, -0.119], [0.023, -0.013, 0.020]],
  "lowdin_charge": [-0.5051, -0.0522, -0.0594, -0.0477, 0.0866, 0.1249, 0.0603, 0.0616, 0.0848, 0.0768, 0.0862, 0.0790, -0.1840, -0.0598, -0.0529, 0.0764, 0.0409, 0.0926, 0.0910]
}

---

Copy entry 3 word for word.
{
  "formula": "C4H12O3",
  "method": "the ωB97M-V functional and the def2-TZVPD basis",
  "lumo_energy_ev": 0.7,
  "homo_lumo_gap_ev": 10.737,
  "smiles": "CC(C)O.C=O.O",
  "e_homo_ev": -10.0,
  "elements": ["C", "C", "C", "O", "H", "H", "H", "H", "H", "H", "H", "H", "C", "O", "O", "H", "H", "H", "H"],
  "coordinates": [[0.20369, 1.43684, 0.08896], [1.25150, 1.24925, -1.00474], [-1.15897, 0.92714, -0.36700], [0.04335, 2.80028, 0.44543], [0.91359, 3.19570, 0.56249], [0.52593, 0.87295, 0.98420], [-1.08197, -0.11332, -0.67075], [1.32711, 0.19627, -1.26328], [0.96605, 1.81072, -1.89206], [2.22818, 1.59716, -0.66867], [-1.49819, 1.52154, -1.21182], [-1.89084, 1.03435, 0.43145], [-0.11285, -3.00473, -0.10694], [-0.60325, -1.84504, 1.78434], [0.50546, -2.11435, -0.65233], [0.33181, -1.53859, 1.79032], [-1.14001, -1.10241, 1.48514], [-1.19923, -3.15031, -0.23549], [0.38865, -3.77347, 0.50075]],
  "forces_ev_per_angstrom": [[0.074, -0.428, -0.187], [-0.209, 0.046, 0.258], [0.317, 0.216, 0.241], [-0.031, 0.237, 0.021], [-0.044, -0.043, 0.008], [-0.069, 0.047, -0.158], [-0.007, -0.111, -0.057], [0.060, -0.087, -0.021], [-0.030, 0.075, -0.084], [0.096, 0.027, 0.002], [-0.052, 0.028, -0.111], [-0.106, 0.007, 0.080], [0.364, 0.340, -0.630], [0.654, 0.219, 0.835], [-0.270, -0.671, -0.032], [-1.071, -0.058, -0.049], [0.203, 0.120, -0.019], [0.097, 0.049, -0.119], [0.023, -0.013, 0.020]],
  "lowdin_charge": [-0.5051, -0.0522, -0.0594, -0.0477, 0.0866, 0.1249, 0.0603, 0.0616, 0.0848, 0.0768, 0.0862, 0.0790, -0.1840, -0.0598, -0.0529, 0.0764, 0.0409, 0.0926, 0.0910]
}